Entry from the Open Molecules 2025 dataset: an isolated molecule of C20H21N3O3S2 (ωB97M-V/def2-TZVPD).

Last column: Mulliken charge in e.
CARTESIAN COORDINATES (ANGSTROEM)
C: -2.42500 -3.07831 -0.96060  -1.81
C: -1.17172 -2.28925 -0.77846  0.76
C: 0.03371 -2.71656 -1.32882  -0.95
C: 1.19610 -1.98441 -1.17642  -0.70
C: 1.18869 -0.78900 -0.46076  0.41
C: 2.40592 0.01961 -0.30286  0.12
N: 2.28966 1.28127 -0.57411  -0.71
N: 3.35428 2.06540 -0.50156  0.04
C: 4.62751 1.68719 -0.20543  0.24
S: 5.83540 2.80725 -0.26479  -0.44
C: 4.79167 0.29692 0.15849  -0.03
C: 6.03136 -0.20426 0.55886  -0.64
C: 6.15247 -1.51834 0.95081  -0.59
C: 5.03357 -2.34722 0.97024  -0.74
C: 3.80293 -1.87298 0.57074  -0.50
C: 3.66326 -0.55263 0.13301  0.78
C: -0.01499 -0.34504 0.07831  -0.73
C: -1.16400 -1.09053 -0.07547  0.37
S: -2.65524 -0.42806 0.66946  1.47
O: -3.31439 -1.44901 1.44066  -0.75
O: -2.31368 0.80480 1.30991  -0.66
N: -3.60402 -0.16493 -0.68181  -0.08
C: -3.79996 1.18085 -1.16638  -1.10
C: -5.13064 1.85412 -0.76177  0.36
C: -6.36070 0.95108 -0.97262  -0.96
C: -6.62586 0.35680 0.41955  -0.49
C: -5.70884 1.16862 1.35623  -0.28
O: -5.17224 2.23306 0.59228  -0.50
H: -3.00585 -3.06915 -0.04223  0.34
H: -2.19792 -4.10381 -1.24188  0.47
H: -3.02929 -2.62834 -1.74778  0.27
H: 0.05794 -3.63900 -1.89057  0.40
H: 2.11010 -2.32877 -1.63811  0.62
H: 3.19123 3.03965 -0.73679  0.26
H: 6.87832 0.46461 0.56170  0.43
H: 7.11237 -1.90328 1.25957  0.40
H: 5.12984 -3.36909 1.30571  0.41
H: 2.93527 -2.51342 0.60966  0.52
H: -0.06491 0.57840 0.63186  0.61
H: -4.44088 -0.72389 -0.64744  0.32
H: -3.73075 1.17109 -2.26099  0.42
H: -2.97980 1.77514 -0.76036  0.40
H: -5.19937 2.78328 -1.33962  0.43
H: -7.20534 1.56145 -1.29062  0.33
H: -6.18228 0.19469 -1.73558  0.35
H: -6.37937 -0.70363 0.47113  0.27
H: -7.67152 0.47171 0.70014  0.34
H: -6.24946 1.62243 2.18962  0.37
H: -4.90254 0.54610 1.76097  0.13

Properties
Orbital gap (eV): 7.9
Net charge: 0
Highest occupied orbital energy (eV): -8.14
Structure (SMILES): Cc1ccc(-c2n[nH]c(=S)c3ccccc23)cc1S(=O)(=O)NC[C@H]1CCCO1


Entry from the Open Molecules 2025 dataset: an isolated molecule of C6H9NO (ωB97M-V/def2-TZVPD).

Last column: Mulliken charge in e.
CARTESIAN COORDINATES (ANGSTROEM)
C: 0.39629 -1.51575 1.54004  -0.38
C: -0.55586 -0.62734 1.52923  -0.41
C: 1.32621 -1.83057 0.46650  -0.23
C: -0.85123 2.15802 -0.49619  -0.64
C: -1.37707 0.95526 -1.25196  -0.50
C: -0.26254 0.74997 -0.28538  0.38
N: 1.08173 0.51301 -0.49507  -0.37
O: 1.29017 -0.89284 -0.60729  -0.25
H: 0.66732 -2.06967 2.43500  0.32
H: -1.43180 -0.22713 1.91614  0.47
H: 2.29822 -2.01037 0.88973  0.30
H: 0.94538 -2.73756 -0.01245  0.23
H: -0.24545 2.87024 -1.01811  0.24
H: -1.37721 2.53130 0.36657  0.21
H: -2.36038 0.38720 -1.15925  0.20
H: -1.02950 0.93419 -2.34159  0.17
H: 1.48573 0.81204 -1.47592  0.27

Properties
Orbital gap (alpha / beta) (eV): 8.6 / 8.6
Net charge: 0
Highest occupied orbital energy (alpha / beta) (eV): -7.89 / -7.89


no.,total energy (eV)
1,-53363.5528
2,-9897.9176